147
Properties=species:S:1:pos:R:3:mulliken_charge:R:1 method="wB97M-V/def2-TZVPD" charge=-1 e_lumo_ev=1.17 homo_ev=-6.23
P 10.90194 1.92112 -1.73097 1.96
F 11.54843 0.45260 -1.98812 -0.27
F 9.44630 1.24236 -1.47631 -0.40
F 11.31534 1.72191 -0.17898 -0.49
F 10.33924 3.39539 -1.40925 -0.52
F 12.35848 2.53752 -2.17808 -0.47
F 10.45498 2.05456 -3.29267 -0.49
O 13.77094 0.19779 -6.92953 -0.66
S 14.18314 1.09538 -5.87326 1.31
O 15.52400 1.60699 -5.90056 -0.69
O 13.16230 2.33103 -5.88209 -0.25
C 11.85300 2.12313 -6.42117 0.06
C 10.92296 3.31489 -6.19320 -0.94
C 13.87104 0.37642 -4.27188 -0.02
H 11.38345 1.29003 -5.89031 -0.12
H 11.95731 1.85910 -7.47177 0.50
H 9.89556 2.98026 -6.34837 0.38
H 11.05877 4.16392 -6.86288 0.52
H 10.97151 3.63986 -5.15348 -0.16
H 14.16661 1.11149 -3.53196 -0.13
H 14.43363 -0.55360 -4.27925 0.51
H 12.80252 0.19153 -4.37323 -0.31
O 17.55798 2.43161 3.61119 -0.63
S 17.66647 3.21716 2.41671 1.15
O 18.92045 3.28874 1.70621 -0.65
O 16.55744 2.68356 1.38478 -0.10
C 16.59309 3.23216 0.08240 -0.24
C 15.42982 2.62870 -0.72748 -0.55
C 17.04340 4.88873 2.77016 -0.43
H 17.56017 3.28697 -0.41415 0.42
H 16.27830 4.28768 0.10773 -0.17
H 15.37850 3.16028 -1.67661 0.37
H 14.48952 2.81470 -0.20873 -0.10
H 15.53259 1.55408 -0.87629 0.30
H 16.89217 5.41950 1.83349 -0.21
H 17.81326 5.34007 3.38962 0.46
H 16.06669 4.85265 3.24774 0.30
O 18.35144 5.85981 -1.36671 -0.58
S 17.41786 6.74308 -2.00330 1.17
O 17.80119 7.37685 -3.23817 -0.66
O 16.11360 5.81477 -2.28918 -0.08
C 15.03470 6.47437 -2.96720 -0.40
C 13.99864 5.39960 -3.27691 -0.66
C 16.83550 7.96704 -0.81126 -0.84
H 15.41419 6.93918 -3.87491 0.45
H 14.50813 7.21653 -2.35859 0.23
H 14.34228 4.79609 -4.11527 0.39
H 13.01321 5.78218 -3.55716 0.43
H 13.75171 4.82269 -2.38769 -0.36
H 17.66866 8.61526 -0.55778 0.44
H 16.48904 7.45099 0.08694 0.14
H 15.94407 8.50549 -1.12913 0.33
O 7.48146 4.00611 -6.51996 -0.59
S 7.12525 5.14990 -5.71147 1.17
O 6.33398 6.21242 -6.27188 -0.65
O 6.30789 4.59730 -4.43065 -0.43
C 6.88472 3.64393 -3.53760 -0.43
C 7.52848 4.30813 -2.31628 0.35
C 8.61785 5.86902 -4.99611 -0.25
H 7.58232 3.04004 -4.12471 0.25
H 6.11042 2.98562 -3.14301 0.34
H 7.62635 3.61108 -1.48284 -0.03
H 6.98293 5.15108 -1.90397 0.41
H 8.54641 4.51396 -2.63945 -0.45
H 8.43782 6.78043 -4.43634 0.32
H 9.17164 6.17134 -5.89085 0.39
H 9.23343 5.11016 -4.52341 -0.33
O 11.88895 -2.04867 -5.14966 -0.50
S 10.56193 -2.51845 -4.86006 1.17
O 9.99676 -3.67715 -5.49153 -0.68
O 10.53296 -2.70018 -3.22877 -0.20
C 9.43129 -3.35232 -2.63873 -0.51
C 9.43785 -2.90278 -1.16090 -0.63
C 9.40630 -1.13677 -5.00862 -0.56
H 9.53745 -4.44104 -2.71643 0.27
H 8.47605 -3.13993 -3.13333 0.43
H 10.30261 -3.20749 -0.57910 0.16
H 8.51196 -3.24341 -0.69450 0.46
H 9.42696 -1.81028 -1.20611 -0.06
H 9.86576 -0.33627 -4.41885 -0.22
H 8.44978 -1.35232 -4.54643 0.33
H 9.45204 -0.77742 -6.03346 0.50
O 14.93420 -3.73768 -1.09397 -0.68
S 13.71107 -3.25486 -0.51490 1.28
O 12.59409 -4.13684 -0.28680 -0.63
O 14.08718 -2.53273 0.91676 -0.30
C 15.11807 -1.55245 0.87401 -0.69
C 14.65153 -0.22996 1.44022 -0.08
C 13.12986 -1.82663 -1.44444 0.12
H 15.60809 -1.41488 -0.09240 0.33
H 15.92152 -1.90264 1.53232 0.50
H 15.46936 0.39153 1.79745 0.29
H 14.03302 -0.40848 2.32548 0.18
H 13.94513 0.25747 0.76268 -0.29
H 12.56808 -2.08048 -2.34460 -0.07
H 13.97246 -1.23817 -1.80718 0.25
H 12.47056 -1.19432 -0.85308 -0.28
C 12.58332 5.32449 0.17641 0.11
S 12.58354 6.42980 1.63848 0.46
O 13.78989 6.07042 2.44225 -0.54
C 12.95870 7.93905 0.66306 -0.62
H 11.87833 5.57190 -0.62367 0.20
H 12.24727 4.31190 0.41157 -0.09
H 13.56521 5.26655 -0.29356 -0.14
H 13.32527 8.77799 1.24936 0.46
H 12.03181 8.21828 0.15740 0.28
H 13.67473 7.73449 -0.13600 -0.20
C 7.31125 8.03445 0.74016 -1.09
S 8.23538 6.46124 0.81474 0.60
O 7.23694 5.37875 0.60737 -0.61
C 9.22278 6.72817 -0.66125 0.55
H 6.77178 8.06770 -0.20758 0.28
H 7.98186 8.88629 0.84951 0.36
H 6.58175 8.05810 1.54734 0.38
H 9.59813 5.71680 -0.83667 -0.79
H 10.06313 7.36248 -0.39359 -0.03
H 8.57363 7.06858 -1.46416 0.49
C 5.39897 -2.28046 -1.29546 -0.69
S 5.37684 -0.63819 -0.48145 0.33
O 6.14151 -0.78751 0.78377 -0.50
C 6.35919 0.20662 -1.73982 -0.05
H 6.43697 -2.57462 -1.45184 -0.10
H 4.86658 -2.15946 -2.23891 0.39
H 4.90093 -3.00093 -0.65353 0.39
H 5.87902 0.14619 -2.71567 0.51
H 7.31440 -0.32302 -1.80693 -0.18
H 6.56698 1.23250 -1.44934 -0.12
C 7.65754 1.02344 2.42600 -0.33
S 8.34468 2.38779 3.43348 0.30
O 9.33536 1.69374 4.31542 -0.57
C 9.33801 3.08897 2.06061 -0.05
H 6.58105 1.12592 2.32236 0.52
H 7.90140 0.10722 2.96066 0.33
H 8.12237 0.96359 1.44453 -0.40
H 9.99195 2.28426 1.72158 -0.23
H 9.97577 3.81220 2.56864 0.37
H 8.68805 3.36530 1.23448 0.02
C 11.84426 -2.65837 3.18458 -0.72
S 10.45729 -1.51287 3.20152 0.36
O 10.59490 -0.59126 4.38239 -0.58
C 10.89905 -0.63621 1.65376 1.30
H 11.87476 -3.41021 2.39779 0.32
H 11.92931 -3.20566 4.12816 0.46
H 12.79473 -2.12081 3.21717 0.05
H 11.15604 -1.32044 0.84487 -0.52
H 11.75175 0.02380 1.80922 -0.15
H 10.04506 -0.04370 1.33815 -0.72


13
Properties=species:S:1:pos:R:3:mulliken_charge:R:1 method="wB97M-V/def2-TZVPD" charge=0 e_lumo_ev=1.03 homo_ev=-9.35 de_lowest_kcal_mol=52.8 smiles=COc1cc[nH]n1
C -2.31780 0.40817 0.09003 -0.62
O -1.35031 -0.63357 0.17499 -0.38
C -0.07527 -0.24819 0.07466 0.71
C 1.01182 -1.18993 0.11013 -0.41
C 2.09797 -0.40103 0.09085 -0.49
N 1.71936 0.92788 -0.02721 -0.20
N 0.31719 0.99067 -0.07008 -0.53
H -3.28925 -0.08277 0.16228 0.22
H -2.19167 1.12402 0.90861 0.29
H -2.23336 0.94357 -0.86087 0.29
H 0.95788 -2.26041 0.16413 0.39
H 3.16410 -0.57883 0.11059 0.43
H 2.18934 1.00041 -0.92811 0.30


175
Properties=species:S:1:pos:R:3:mulliken_charge:R:1 method="wB97M-V/def2-TZVPD" charge=0 e_lumo_ev=0.23 homo_ev=-9.72 de_lowest_kcal_mol=50.5 smiles="O=S1(=O)CCCC1.O=S1(=O)CCCC1.O=S1(=O)CCCC1.O=S1(=O)CCCC1.O=S1(=O)CCCC1.O=S1(=O)CCCC1.O=S1(=O)CCCC1.CCOC(C)=O.CCOC(C)=O.CCOC(C)=O.CCOC(C)=O.CCOC(C)=O"
O 0.95786 5.28999 5.17495 -0.58
S -0.12838 5.28270 6.19933 1.07
O -0.25828 6.34720 7.20542 -0.68
C -1.80504 4.90952 5.38909 -0.44
C -2.23417 3.64658 6.04032 -1.00
C -1.04290 2.77364 6.38968 0.51
C -0.01480 3.70614 7.07977 -0.97
H -1.57185 4.80080 4.32989 0.13
H -2.39775 5.78574 5.65184 0.45
H -2.86780 3.86420 6.90011 0.42
H -2.94563 3.12681 5.39863 0.41
H -0.60118 2.38878 5.47051 -0.55
H -1.23073 1.86411 6.96027 0.41
H 0.99968 3.33184 7.21702 0.47
H -0.35359 3.98239 8.07827 0.40
O 2.44294 -5.31911 -2.92015 -0.57
S 1.48805 -4.71778 -3.85573 1.12
O 0.16830 -5.36926 -4.01294 -0.70
C 1.23158 -2.91342 -3.33787 0.59
C 1.57298 -2.13330 -4.67743 -0.31
C 2.72373 -2.86346 -5.43303 -0.82
C 2.28853 -4.32289 -5.48502 -0.87
H 1.98053 -2.67666 -2.58216 -0.52
H 0.23790 -2.60474 -3.01319 0.02
H 0.70341 -2.17334 -5.33343 0.27
H 1.90542 -1.11810 -4.46076 0.18
H 3.67904 -2.91303 -4.91051 0.15
H 2.98222 -2.40267 -6.38642 0.48
H 2.95089 -5.13065 -5.79630 0.53
H 1.54544 -4.55938 -6.24658 0.39
O 1.64435 2.29317 -3.41446 -0.52
S 1.89741 3.46482 -2.57894 1.09
O 3.04671 3.61666 -1.70220 -0.65
C 1.66336 4.96185 -3.64990 -0.34
C 0.71084 5.91072 -2.92871 -0.98
C -0.40680 5.06407 -2.34673 0.14
C 0.34998 3.95259 -1.56536 0.27
H 1.22731 4.52051 -4.54610 -0.17
H 2.63832 5.31402 -3.98686 0.53
H 1.30261 6.43571 -2.17885 0.34
H 0.38991 6.66014 -3.65223 0.43
H -1.03588 4.67054 -3.14516 -0.19
H -1.10397 5.54932 -1.66367 0.36
H -0.16644 3.03869 -1.27176 -0.89
H 0.81878 4.46244 -0.72371 0.50
O 4.54577 3.95386 1.89024 -0.76
S 3.42807 3.03946 1.88688 1.05
O 2.13166 3.53209 1.34571 -0.45
C 3.88556 1.41269 0.99895 -0.23
C 3.24267 0.38192 1.99387 0.08
C 3.65863 0.85064 3.42582 -0.73
C 3.17683 2.25236 3.54525 -0.06
H 4.97238 1.35992 1.06329 0.48
H 3.64059 1.30718 -0.05791 -0.23
H 2.16724 0.20961 1.95070 -0.14
H 3.55268 -0.64932 1.82490 0.30
H 4.74796 0.82324 3.39937 0.38
H 3.34203 0.23786 4.26984 0.07
H 3.71958 2.97638 4.15296 0.57
H 2.10047 2.21582 3.71324 -0.36
O 0.19664 -0.54522 4.80059 -0.40
S 0.88762 -0.75556 6.07527 1.24
O 1.51656 0.35695 6.67938 -0.77
C -0.31532 -1.63827 7.18046 -0.97
C 0.06319 -3.18597 7.16118 -0.87
C 1.07069 -3.45221 6.04654 -0.16
C 2.04311 -2.23215 6.02966 -0.92
H -1.35809 -1.38646 6.98729 0.47
H -0.10043 -1.19211 8.15148 0.47
H 0.55957 -3.41051 8.10526 0.38
H -0.82792 -3.81084 7.10169 0.38
H 0.49878 -3.44810 5.11863 -0.02
H 1.52608 -4.44248 6.05625 0.49
H 2.62759 -2.19159 5.11051 0.34
H 2.71212 -2.19848 6.88954 0.44
O -1.66819 -0.52620 -5.01195 -0.30
S -1.65975 0.24243 -6.22381 0.97
O -2.19223 -0.28742 -7.45807 -0.77
C -2.44700 1.90392 -5.88436 -1.05
C -1.37367 2.86606 -5.50440 0.52
C -0.20174 2.61860 -6.49983 -0.81
C 0.03925 1.04824 -6.58350 -0.41
H -3.29839 1.67846 -5.24218 0.28
H -2.84897 2.11454 -6.87540 0.43
H -1.73196 3.89471 -5.46440 0.67
H -1.06788 2.62701 -4.48585 -0.50
H 0.69689 3.16371 -6.21103 0.24
H -0.47203 2.91387 -7.51366 0.41
H 0.72927 0.62712 -5.85232 -0.13
H 0.27359 0.68795 -7.58519 0.51
O -4.96808 0.11052 -4.31160 -0.77
S -4.85293 -0.72601 -3.10604 1.32
O -4.42936 -0.23637 -1.79612 -0.56
C -6.46125 -1.64784 -2.91688 -0.89
C -6.06193 -3.13784 -3.29582 -0.71
C -4.59246 -3.31836 -2.89476 -0.26
C -3.83135 -2.14788 -3.50583 -0.09
H -7.14950 -1.16426 -3.61011 0.38
H -6.70306 -1.49597 -1.86495 0.36
H -6.76399 -3.82556 -2.82439 0.40
H -6.24376 -3.23454 -4.36618 0.31
H -4.28165 -4.29093 -3.27634 0.38
H -4.42018 -3.39143 -1.82094 0.03
H -3.85832 -2.17073 -4.59525 0.36
H -2.82856 -1.96355 -3.12042 -0.33
C -4.31837 3.17454 -2.21080 -0.04
C -5.17783 4.27051 -1.53362 -0.71
O -4.36629 4.97740 -0.52136 -0.15
C -4.89701 5.33841 0.58938 0.72
C -3.91881 6.13633 1.41181 -0.67
O -6.06029 5.17978 0.95573 -0.64
H -3.48722 3.71606 -2.66252 -0.07
H -4.93358 2.64928 -2.94136 0.38
H -3.81787 2.45497 -1.56287 -0.06
H -5.52478 4.96539 -2.29839 0.30
H -6.08745 3.81934 -1.13722 0.40
H -4.37096 6.27068 2.39447 0.34
H -3.51825 7.02314 0.92067 0.32
H -3.19942 5.36959 1.69937 -0.07
C 4.15148 -0.93750 -1.93572 -0.49
C 5.16066 -1.98340 -1.36197 0.27
O 6.03482 -2.27357 -2.41548 -0.34
C 7.20672 -2.99652 -2.10964 0.70
C 8.28718 -2.93830 -3.12883 -1.10
O 7.33020 -3.71080 -1.10341 -0.54
H 4.05593 -0.88109 -3.02006 0.24
H 4.46188 0.07036 -1.66010 0.42
H 3.16126 -1.12220 -1.51923 -0.22
H 5.70651 -1.69130 -0.46485 0.46
H 4.57500 -2.83878 -1.02518 -0.28
H 9.25074 -2.99142 -2.62204 0.34
H 8.29665 -1.99589 -3.67644 0.33
H 8.20384 -3.70472 -3.89939 0.27
C 3.99312 -6.71233 0.71798 -1.16
C 4.18121 -5.20454 1.12773 -0.26
O 3.09264 -4.36671 0.64927 -0.08
C 2.01835 -4.08605 1.40181 0.03
C 1.09691 -3.06996 0.70925 0.72
O 1.70203 -4.57816 2.46260 -0.66
H 4.88849 -7.19533 1.10928 0.43
H 3.87643 -6.87378 -0.35367 0.23
H 3.14887 -7.13214 1.26488 0.30
H 4.31029 -5.10221 2.20521 0.36
H 5.14049 -4.83788 0.76243 0.34
H 1.65377 -2.73647 -0.16642 -0.47
H 0.95983 -2.25954 1.42517 -0.04
H 0.11851 -3.42411 0.38459 0.21
C -3.49822 -1.46368 1.79651 -0.98
C -3.02744 -2.86187 1.41982 0.25
O -2.46823 -3.47046 2.58244 -0.15
C -3.16084 -4.31241 3.38551 0.60
C -2.35057 -4.78646 4.52605 -0.46
O -4.37714 -4.59847 3.30709 -0.62
H -3.55540 -0.94426 0.83993 0.03
H -2.93116 -0.91066 2.54532 0.16
H -4.51450 -1.52711 2.18540 0.49
H -3.81976 -3.42199 0.92323 0.35
H -2.23490 -2.59331 0.72135 -0.23
H -2.89126 -5.40489 5.24250 0.37
H -1.89728 -3.90849 4.98625 -0.20
H -1.51714 -5.31023 4.05791 0.26
C -0.38297 -0.08699 -1.52915 -0.16
C -1.50205 0.64645 -0.74635 1.08
O -0.98688 0.94722 0.58932 0.95
C -1.59276 1.86584 1.43130 -0.32
C -0.85211 1.92012 2.75260 0.36
O -2.57115 2.54320 1.22418 -0.70
H -0.27398 -1.11117 -1.17238 -0.27
H 0.60076 0.36402 -1.39887 0.03
H -0.59275 -0.13506 -2.59768 0.16
H -1.68892 1.57198 -1.29095 -0.44
H -2.45527 0.11889 -0.71235 -0.59
H -0.36954 0.98424 3.03430 -0.13
H -1.49103 2.30764 3.54614 -0.09
H -0.10968 2.70615 2.61455 0.20